*A*
2 unconnected molecules or ions with the total composition C9H14, computed with ωB97M-V with the def2-TZVPD basis set.

Bonds (Å) are listed after each position.
Cartesian coordinates (Å):
1 C -3.4725 -0.0797 0.2322  C2 1.513, H8 1.085, H9 1.095, H10 1.086
2 C -2.0684 -0.1442 -0.3274  C1 1.513, C3 1.394, C7 1.393
3 C -1.2258 -1.2091 -0.0125  C2 1.394, C4 1.393, H11 1.081
4 C -0.0409 -1.3103 -0.7372  C3 1.393, C5 1.380, H12 1.083
5 C 0.3577 -0.3133 -1.6038  C4 1.380, C6 1.395, H13 1.085
6 C -0.3880 0.8544 -1.7628  C5 1.395, C7 1.389, H14 1.080
7 C -1.5984 0.9259 -1.0850  C2 1.393, C6 1.389, H15 1.085
8 H -4.1788 0.4535 -0.3961  C1 1.085
9 H -3.4952 0.4197 1.2059  C1 1.095
10 H -3.8263 -1.0931 0.3946  C1 1.086
11 H -1.5378 -1.9031 0.7557  C3 1.081
12 H 0.6174 -2.1114 -0.4240  C4 1.083
13 H 1.3819 -0.3357 -1.9609  C5 1.085
14 H 0.0718 1.7074 -2.2389  C6 1.080
15 H -2.1921 1.8334 -1.1061  C7 1.085
16 C 3.0801 0.8855 0.9079  C17 1.526, H18 1.094, H19 1.078, H20 1.084
17 C 2.2495 -0.2974 1.3975  C16 1.526, H21 1.088, H22 1.062, H23 1.081
18 H 4.1476 0.6879 1.0468  C16 1.094
19 H 3.0179 0.9599 -0.1653  C16 1.078
20 H 2.8500 1.8685 1.3023  C16 1.084
21 H 2.5831 -0.6581 2.3683  C17 1.088
22 H 2.4602 -1.1230 0.7636  C17 1.062
23 H 1.2070 -0.0174 1.4453  C17 1.081

LUMO energy ... 1.033 eV
SMILES string ... Cc1ccccc1.CC



*B*
2 unconnected molecules or ions with the total composition C9H14, computed with ωB97M-V with the def2-TZVPD basis set.

Bonds (Å) are listed after each position.
Cartesian coordinates (Å):
1 C -0.0311 2.4445 -1.4790  C2 1.440, H8 1.123, H9 1.194, H10 1.178
2 C -0.8516 1.6539 -0.5985  C1 1.440, C3 1.397, C7 1.409
3 C -1.3290 0.4622 -1.1483  C2 1.397, C4 1.398, H11 1.097
4 C -2.0833 -0.3645 -0.3099  C3 1.398, C5 1.372, H12 1.048
5 C -2.1536 -0.0942 1.0337  C4 1.372, C6 1.455, H13 1.135
6 C -1.9740 1.2700 1.5075  C5 1.455, C7 1.393, H14 1.021
7 C -1.2611 2.1205 0.6658  C2 1.409, C6 1.393, H15 1.078
8 H 0.9504 2.7594 -1.0340  C1 1.123
9 H -0.6045 3.4694 -1.6926  C1 1.194
10 H 0.0042 1.9072 -2.5271  C1 1.178
11 H -1.3199 0.1862 -2.2099  C3 1.097
12 H -2.5271 -1.2602 -0.6250  C4 1.048
13 H -2.4598 -0.8488 1.8241  C5 1.135
14 H -2.1671 1.5089 2.4814  C6 1.021
15 H -1.0142 3.1306 0.9505  C7 1.078
16 C 3.0466 -2.1388 0.0733  C17 1.488, H18 1.152, H19 1.084, H20 1.031
17 C 1.7271 -2.4867 0.6657  C16 1.488, H21 1.085, H22 1.186, H23 1.156
18 H 3.7062 -1.8227 0.9638  C16 1.152
19 H 3.5526 -2.9950 -0.3575  C16 1.084
20 H 3.0688 -1.4142 -0.6594  C16 1.031
21 H 0.9934 -2.8180 -0.0618  C17 1.085
22 H 1.0779 -1.5273 0.9223  C17 1.186
23 H 1.6493 -3.1423 1.6147  C17 1.156

LUMO energy ... 0.914 eV
SMILES string ... Cc1ccccc1.CC



*C*
2 unconnected molecules or ions with the total composition C9H14, computed with ωB97M-V with the def2-TZVPD basis set.

Bonds (Å) are listed after each position.
Cartesian coordinates (Å):
1 C 2.0161 -0.4139 -2.1349  C2 1.492, H8 1.095, H9 1.083, H10 1.087
2 C 1.6212 0.2109 -0.8391  C1 1.492, C3 1.417, C7 1.381
3 C 1.0338 1.4962 -0.9397  C2 1.417, C4 1.386, H11 1.084
4 C 0.6921 2.1895 0.2109  C3 1.386, C5 1.402, H12 1.082
5 C 0.8804 1.6031 1.4706  C4 1.402, C6 1.371, H13 1.082
6 C 1.4073 0.3434 1.5957  C5 1.371, C7 1.410, H14 1.079
7 C 1.6531 -0.3789 0.4094  C2 1.381, C6 1.410, H15 1.083
8 H 1.5713 -1.4062 -2.2650  C1 1.095
9 H 3.0793 -0.4184 -2.3420  C1 1.083
10 H 1.5928 0.1127 -2.9869  C1 1.087
11 H 1.0447 2.1287 -1.8205  C3 1.084
12 H 0.2611 3.1816 0.1780  C4 1.082
13 H 0.7673 2.2706 2.3145  C5 1.082
14 H 1.6832 -0.0548 2.5600  C6 1.079
15 H 1.9277 -1.4227 0.4945  C7 1.083
16 C -3.1684 -1.5054 0.9746  C17 1.554, H18 1.090, H19 1.093, H20 1.086
17 C -2.1808 -0.7935 0.0095  C16 1.554, H21 1.077, H22 1.094, H23 1.088
18 H -4.1977 -1.5675 0.6199  C16 1.090
19 H -2.8702 -2.5557 1.0168  C16 1.093
20 H -3.1030 -1.0636 1.9645  C16 1.086
21 H -2.6310 0.0881 -0.4136  C17 1.077
22 H -1.3129 -0.5393 0.6249  C17 1.094
23 H -1.7673 -1.5048 -0.7023  C17 1.088

LUMO energy ... 1.044 eV
SMILES string ... Cc1ccccc1.CC



*D*
2 unconnected molecules or ions with the total composition C9H14, computed with ωB97M-V with the def2-TZVPD basis set.

Bonds (Å) are listed after each position.
Cartesian coordinates (Å):
1 C -1.3540 2.2223 -0.0072  C2 1.479, H8 1.093, H9 1.096, H10 0.978
2 C -1.5438 0.7588 -0.1051  C1 1.479, C3 1.455, C7 1.438
3 C -1.6455 -0.1044 -1.2724  C2 1.455, C4 1.427, H11 1.126
4 C -2.1191 -1.4385 -1.0948  C3 1.427, C5 1.439, H12 0.980
5 C -2.5373 -1.8544 0.2173  C4 1.439, C6 1.368, H13 1.206
6 C -2.1953 -1.1315 1.3267  C5 1.368, C7 1.404, H14 1.165
7 C -1.8653 0.2265 1.1916  C2 1.438, C6 1.404, H15 1.074
8 H -0.4956 2.5613 -0.5924  C1 1.093
9 H -1.1497 2.4916 1.0357  C1 1.096
10 H -1.9763 2.9003 -0.3371  C1 0.978
11 H -1.4878 0.1978 -2.3458  C3 1.126
12 H -2.2053 -2.0665 -1.8416  C4 0.980
13 H -3.0011 -2.9534 0.0412  C5 1.206
14 H -2.1470 -1.5526 2.4124  C6 1.165
15 H -1.8859 0.9623 1.9740  C7 1.074
16 C 3.6068 0.5544 -0.4687  C17 1.560, H18 1.106, H19 1.105, H20 1.066
17 C 3.3096 -0.8194 0.2070  C16 1.560, H21 1.210, H22 1.064, H23 1.079
18 H 3.6392 1.2215 0.4131  C16 1.106
19 H 4.5616 0.5774 -1.0254  C16 1.105
20 H 2.7855 0.8056 -1.1002  C16 1.066
21 H 3.9087 -1.0373 1.2356  C17 1.210
22 H 2.3418 -0.9045 0.6403  C17 1.064
23 H 3.4560 -1.6175 -0.5042  C17 1.079

LUMO energy ... 0.899 eV
SMILES string ... Cc1ccccc1.CC



It is *A* that is the most stable of them.



*A*
2 unconnected molecules or ions with the total composition C9H14, computed with ωB97M-V with the def2-TZVPD basis set.

Bonds (Å) are listed after each position.
Cartesian coordinates (Å):
1 C 1.7041 1.7026 0.3637  C2 1.512, H8 1.102, H9 1.092, H10 1.086
2 C 1.2555 0.2592 0.3220  C1 1.512, C3 1.381, C7 1.398
3 C 0.0600 -0.1643 0.8696  C2 1.381, C4 1.397, H11 1.082
4 C -0.2965 -1.5145 0.8909  C3 1.397, C5 1.382, H12 1.080
5 C 0.6005 -2.4675 0.4453  C4 1.382, C6 1.391, H13 1.083
6 C 1.8310 -2.0727 -0.0684  C5 1.391, C7 1.386, H14 1.077
7 C 2.1286 -0.7222 -0.1555  C2 1.398, C6 1.386, H15 1.079
8 H 1.7729 2.0686 -0.6731  C1 1.102
9 H 2.7195 1.7939 0.7551  C1 1.092
10 H 1.0387 2.3053 0.9747  C1 1.086
11 H -0.6373 0.5127 1.3442  C3 1.082
12 H -1.3143 -1.8000 1.1104  C4 1.080
13 H 0.3700 -3.5249 0.4887  C5 1.083
14 H 2.5480 -2.7767 -0.4564  C6 1.077
15 H 3.0695 -0.4740 -0.6225  C7 1.079
16 C -2.7341 1.9552 -1.7893  C17 1.539, H18 1.084, H19 1.088, H20 1.088
17 C -3.0398 1.4626 -0.3640  C16 1.539, H21 1.093, H22 1.089, H23 1.080
18 H -3.5867 2.4457 -2.2454  C16 1.084
19 H -1.9421 2.7000 -1.7565  C16 1.088
20 H -2.3601 1.1490 -2.4175  C16 1.088
21 H -3.7630 2.1277 0.1149  C17 1.093
22 H -3.4229 0.4435 -0.3719  C17 1.089
23 H -2.1158 1.4655 0.1956  C17 1.080

LUMO energy ... 1.024 eV
SMILES string ... Cc1ccccc1.CC



*B*
2 unconnected molecules or ions with the total composition C9H14, computed with ωB97M-V with the def2-TZVPD basis set.

Bonds (Å) are listed after each position.
Cartesian coordinates (Å):
1 C -1.7564 -0.8636 -2.9046  C2 1.499, H8 1.091, H9 1.090, H10 1.084
2 C -1.4867 -1.1297 -1.4540  C1 1.499, C3 1.393, C7 1.399
3 C -1.1693 -0.1313 -0.5353  C2 1.393, C4 1.383, H11 1.083
4 C -0.6015 -0.4462 0.6858  C3 1.383, C5 1.387, H12 1.085
5 C -0.3026 -1.7563 1.0308  C4 1.387, C6 1.391, H13 1.080
6 C -0.7619 -2.7551 0.1779  C5 1.391, C7 1.388, H14 1.066
7 C -1.4451 -2.4492 -0.9905  C2 1.399, C6 1.388, H15 1.084
8 H -1.1897 0.0102 -3.2303  C1 1.091
9 H -2.8037 -0.6245 -3.0878  C1 1.090
10 H -1.5334 -1.6918 -3.5676  C1 1.084
11 H -1.3193 0.9006 -0.8294  C3 1.083
12 H -0.2720 0.3448 1.3513  C4 1.085
13 H 0.2534 -2.0705 1.9023  C5 1.080
14 H -0.6716 -3.7864 0.4319  C6 1.066
15 H -1.7765 -3.2429 -1.6507  C7 1.084
16 C 2.5090 2.1333 1.0297  C17 1.512, H18 1.082, H19 1.095, H20 1.095
17 C 1.7548 2.8339 2.1367  C16 1.512, H21 1.097, H22 1.073, H23 1.086
18 H 3.2681 1.4435 1.3744  C16 1.082
19 H 1.8154 1.5980 0.3733  C16 1.095
20 H 2.9304 2.8403 0.3074  C16 1.095
21 H 1.2411 2.0950 2.7636  C17 1.097
22 H 2.3998 3.2963 2.8591  C17 1.073
23 H 0.9176 3.4518 1.8259  C17 1.086

LUMO energy ... 1.014 eV
SMILES string ... Cc1ccccc1.CC



It is *A* that is the most stable of them.



*A*
2 unconnected molecules or ions with the total composition C9H14, computed with ωB97M-V with the def2-TZVPD basis set.

Bonds (Å) are listed after each position.
Cartesian coordinates (Å):
1 C -1.4857 1.9832 -0.7221  C2 1.508, H8 1.090, H9 1.085, H10 1.090
2 C -1.7174 0.8121 0.1998  C1 1.508, C3 1.389, C7 1.391
3 C -2.0906 -0.4260 -0.3066  C2 1.389, C4 1.387, H11 1.083
4 C -2.2031 -1.5216 0.5368  C3 1.387, C5 1.384, H12 1.080
5 C -1.9100 -1.4003 1.8840  C4 1.384, C6 1.395, H13 1.079
6 C -1.5241 -0.1590 2.3889  C5 1.395, C7 1.380, H14 1.084
7 C -1.3734 0.9207 1.5430  C2 1.391, C6 1.380, H15 1.085
8 H -1.8469 2.9060 -0.2691  C1 1.090
9 H -1.9097 1.8283 -1.7083  C1 1.085
10 H -0.4126 2.1150 -0.8586  C1 1.090
11 H -2.3115 -0.5189 -1.3627  C3 1.083
12 H -2.4373 -2.5100 0.1699  C4 1.080
13 H -1.8930 -2.2477 2.5511  C5 1.079
14 H -1.2234 -0.1284 3.4299  C6 1.084
15 H -0.9910 1.8534 1.9433  C7 1.085
16 C 3.5137 -0.7097 -1.7942  C17 1.553, H18 1.092, H19 1.092, H20 1.091
17 C 2.8311 -0.1726 -0.5071  C16 1.553, H21 1.089, H22 1.083, H23 1.092
18 H 2.9022 -0.4626 -2.6649  C16 1.092
19 H 4.4733 -0.2114 -1.9459  C16 1.092
20 H 3.5880 -1.7982 -1.7819  C16 1.091
21 H 2.5087 0.8442 -0.7281  C17 1.089
22 H 3.5555 -0.2043 0.2974  C17 1.083
23 H 1.9573 -0.7920 -0.2948  C17 1.092

LUMO energy ... 0.970 eV
SMILES string ... Cc1ccccc1.CC



*B*
2 unconnected molecules or ions with the total composition C9H14, computed with ωB97M-V with the def2-TZVPD basis set.

Bonds (Å) are listed after each position.
Cartesian coordinates (Å):
1 C -1.1304 1.5950 -0.2482  C2 1.493, H8 1.092, H9 1.095, H10 1.092
2 C -0.6984 0.7367 0.8951  C1 1.493, C3 1.409, C7 1.398
3 C 0.5989 0.1880 0.9015  C2 1.409, C4 1.384, H11 1.078
4 C 1.0475 -0.4404 2.0500  C3 1.384, C5 1.388, H12 1.087
5 C 0.2340 -0.5952 3.1637  C4 1.388, C6 1.383, H13 1.082
6 C -1.0553 -0.0984 3.1132  C5 1.383, C7 1.398, H14 1.083
7 C -1.5552 0.5597 1.9856  C2 1.398, C6 1.398, H15 1.074
8 H -1.8412 2.3893 -0.0097  C1 1.092
9 H -1.6966 0.9847 -0.9590  C1 1.095
10 H -0.3106 2.1479 -0.7127  C1 1.092
11 H 1.1657 0.4405 0.0194  C3 1.078
12 H 1.9756 -1.0053 2.0632  C4 1.087
13 H 0.4655 -1.2977 3.9537  C5 1.082
14 H -1.7599 -0.2478 3.9226  C6 1.083
15 H -2.4502 1.1383 2.1213  C7 1.074
16 C 0.3582 -1.1035 -2.2975  C17 1.528, H18 1.094, H19 1.093, H20 1.090
17 C 1.4249 -0.5578 -3.2458  C16 1.528, H21 1.091, H22 1.091, H23 1.087
18 H 0.5540 -1.9349 -1.6145  C16 1.094
19 H 0.1029 -0.3456 -1.5524  C16 1.093
20 H -0.4585 -1.4454 -2.9335  C16 1.090
21 H 2.4372 -0.9471 -3.1268  C17 1.091
22 H 1.5240 0.5281 -3.2255  C17 1.091
23 H 1.0681 -0.6890 -4.2638  C17 1.087

LUMO energy ... 1.021 eV
SMILES string ... Cc1ccccc1.CC



*C*
2 unconnected molecules or ions with the total composition C9H14, computed with ωB97M-V with the def2-TZVPD basis set.

Bonds (Å) are listed after each position.
Cartesian coordinates (Å):
1 C -0.7811 2.9645 -0.6687  C2 1.508, H8 1.095, H9 1.083, H10 1.094
2 C -0.3577 1.5294 -0.8540  C1 1.508, C3 1.387, C7 1.394
3 C 0.9757 1.1827 -1.0179  C2 1.387, C4 1.391, H11 1.080
4 C 1.3716 -0.1156 -1.3222  C3 1.391, C5 1.384, H12 1.083
5 C 0.4256 -1.1257 -1.3555  C4 1.384, C6 1.389, H13 1.090
6 C -0.9080 -0.8176 -1.1209  C5 1.389, C7 1.390, H14 1.086
7 C -1.2988 0.5095 -0.9882  C2 1.394, C6 1.390, H15 1.082
8 H -1.8552 3.0365 -0.4673  C1 1.095
9 H -0.4998 3.5906 -1.5071  C1 1.083
10 H -0.3416 3.3198 0.2679  C1 1.094
11 H 1.7825 1.8819 -0.8527  C3 1.080
12 H 2.4054 -0.3090 -1.5812  C4 1.083
13 H 0.6817 -2.1505 -1.6245  C5 1.090
14 H -1.7296 -1.5176 -1.2381  C6 1.086
15 H -2.3553 0.7201 -1.0893  C7 1.082
16 C 0.6413 -1.7044 2.1920  C17 1.554, H18 1.097, H19 1.090, H20 1.084
17 C 0.0346 -2.0575 3.5784  C16 1.554, H21 1.083, H22 1.086, H23 1.092
18 H 0.6596 -0.6295 1.9715  C16 1.097
19 H 1.7055 -1.9223 2.2872  C16 1.090
20 H 0.1817 -2.2612 1.3833  C16 1.084
21 H 0.8284 -2.2890 4.2782  C17 1.083
22 H -0.6922 -2.8601 3.4916  C17 1.086
23 H -0.4266 -1.1767 4.0300  C17 1.092

LUMO energy ... 1.019 eV
SMILES string ... Cc1ccccc1.CC



It is *A* that is the most stable of them.